Record 1
Below is one molecule with the formula C3H7N3O2, with properties calculated with the ωB97M-V functional and the def2-TZVPD basis.

Last column: Löwdin charge in e.
CARTESIAN COORDINATES (ANGSTROEM)
1 O 0.04 1.32 -0.50  -0.06
2 O 2.67 -1.00 0.09  -0.09
3 N -0.89 0.60 0.14  -0.22
4 N 1.41 -0.37 -0.03  -0.04
5 N -2.57 -1.07 -0.44  0.08
6 C -0.65 0.31 1.57  -0.05
7 C 1.32 0.81 -0.49  -0.13
8 C -1.60 -0.29 -0.72  -0.26
9 H -1.69 0.05 2.05  0.10
10 H 2.08 1.31 -1.00  0.12
11 H -0.07 -0.73 1.48  0.12
12 H -0.32 1.17 2.12  0.08
13 H -1.16 -0.46 -1.82  0.16
14 H 2.33 -2.02 0.13  0.18
15 H -2.86 -0.95 0.50  0.01

LUMO (eV): 0.695
SMILES: [H]/N=C\N(C)O/C=N/O
HOMO-LUMO gap (Ha): 0.353
Multiplicity: 1
HOMO level (eV): -8.914
Total energy (Ha): -433.059149

***

Record 2
Below is a 2-piece molecular cluster, C6H10O overall, with properties calculated with the ωB97M-V functional and the def2-TZVPD basis.

Last column: Löwdin charge in e.
CARTESIAN COORDINATES (ANGSTROEM)
1 O -0.48 0.56 1.01  0.02
2 C -0.20 2.80 -0.76  0.05
3 C 2.02 -1.47 2.74  -0.09
4 C -0.60 1.58 -1.13  -0.44
5 C -0.22 0.49 -0.21  -0.12
6 C -1.04 1.23 -2.49  -0.10
7 C 0.72 -1.53 2.49  -0.09
8 H -1.09 1.38 1.20  0.17
9 H 0.44 -2.46 2.04  0.05
10 H -0.07 3.67 -1.47  0.10
11 H -0.29 0.51 -3.01  0.11
12 H 0.15 -0.67 2.70  0.02
13 H -2.07 0.74 -2.33  0.11
14 H 2.51 -0.61 3.11  0.03
15 H -0.99 2.20 -3.12  0.10
16 H 2.68 -2.37 2.49  0.07
17 H 0.16 3.01 0.15  0.01

LUMO (eV): 0.584
HOMO-LUMO gap (Ha): 0.320
Multiplicity: 1
HOMO level (eV): -8.133
Total energy (Ha): -309.660071

***

Record 3
Below is C11H40F3FeN20O13S as an isolated structure, with properties calculated with the ωB97M-V functional and the def2-TZVPD basis.

Last column: Löwdin charge in e.
CARTESIAN COORDINATES (ANGSTROEM)
1 Fe 4.76 19.71 -39.84  0.83
2 S 3.50 19.55 -36.71  0.69
3 F 1.08 20.78 -36.52  0.12
4 F 1.20 19.17 -38.01  0.15
5 F 1.12 18.61 -35.93  0.11
6 O 5.56 19.91 -41.73  0.01
7 O 4.95 25.12 -41.35  0.02
8 O 6.26 21.32 -39.16  0.01
9 O 3.89 20.41 -35.54  -0.31
10 O 3.76 23.01 -37.17  -0.04
11 O 3.81 17.78 -40.12  0.01
12 O 3.96 20.07 -38.05  -0.40
13 O 6.17 18.53 -38.91  0.02
14 O 1.75 21.60 -44.39  0.04
15 O 6.57 16.11 -41.51  0.03
16 O 4.02 18.17 -36.63  -0.32
17 O 3.09 20.73 -40.76  -0.02
18 O 4.71 15.63 -44.61  0.06
19 N 3.69 15.77 -39.16  0.22
20 N 5.76 20.56 -43.78  0.20
21 N 3.99 24.65 -39.44  0.17
22 N 2.58 24.77 -36.37  0.20
23 N 6.27 17.04 -37.26  0.19
24 N 7.72 16.97 -38.75  0.17
25 N 5.42 14.34 -42.02  0.23
26 N 8.10 22.48 -38.52  0.19
27 N 2.15 22.19 -39.35  0.19
28 N 6.21 18.63 -43.45  0.23
29 N 6.50 22.31 -37.26  0.20
30 N 6.53 14.53 -40.14  0.18
31 N 3.03 23.20 -35.09  0.19
32 N 1.31 21.99 -41.36  0.19
33 N 6.14 24.75 -39.50  0.18
34 N 3.42 23.00 -44.05  0.18
35 N 2.92 22.53 -46.06  0.15
36 N 2.57 15.73 -45.00  0.18
37 N 3.43 16.69 -43.19  0.19
38 N 1.94 16.75 -39.90  0.21
39 C 3.21 23.68 -36.28  -0.73
40 C 3.64 15.97 -44.29  -0.81
41 C 6.12 15.02 -41.22  -0.86
42 C 1.58 19.55 -36.81  -0.59
43 C 5.72 19.66 -42.92  -0.76
44 C 6.73 17.62 -38.32  -0.74
45 C 2.17 21.51 -40.48  -0.66
46 C 6.97 21.94 -38.35  -0.81
47 C 2.56 22.39 -44.80  -0.77
48 C 3.18 16.84 -39.70  -0.78
49 C 5.02 24.93 -40.15  -0.78
50 H 1.40 17.46 -40.37  0.14
51 H 6.56 18.86 -44.37  0.14
52 H 5.14 14.76 -42.89  0.08
53 H 2.50 17.00 -42.96  0.10
54 H 2.32 25.26 -35.53  0.14
55 H 1.52 21.74 -42.32  0.07
56 H 5.30 17.29 -37.11  0.04
57 H 3.31 22.24 -34.95  0.08
58 H 2.90 23.73 -34.24  0.13
59 H 3.55 22.94 -43.05  0.11
60 H 6.48 17.81 -42.92  0.10
61 H 2.63 21.76 -46.64  0.12
62 H 5.51 22.15 -37.13  0.09
63 H 5.25 13.36 -41.85  0.13
64 H 2.54 15.31 -45.92  0.13
65 H 8.53 22.76 -37.66  0.13
66 H 8.47 22.49 -39.46  0.14
67 H 0.50 22.51 -41.05  0.12
68 H 3.97 23.71 -44.53  0.12
69 H 4.24 16.94 -42.64  0.08
70 H 6.17 13.67 -39.78  0.13
71 H 4.08 24.09 -38.60  0.05
72 H 5.83 20.44 -44.78  0.14
73 H 6.62 16.27 -36.71  0.13
74 H 1.75 16.12 -44.56  0.11
75 H 3.23 14.92 -38.88  0.13
76 H 7.96 17.32 -39.67  0.13
77 H 7.18 22.67 -36.61  0.14
78 H 1.48 15.93 -39.56  0.13
79 H 4.70 15.84 -39.19  0.09
80 H 3.09 24.73 -39.90  0.12
81 H 2.79 25.28 -37.22  0.11
82 H 1.30 22.72 -39.22  0.12
83 H 5.43 21.42 -43.35  0.12
84 H 2.70 21.92 -38.55  0.06
85 H 8.43 16.44 -38.27  0.14
86 H 7.00 24.42 -39.94  0.11
87 H 7.23 15.04 -39.62  0.10
88 H 6.13 24.62 -38.50  0.10
89 H 3.10 23.46 -46.38  0.12

LUMO (alpha / beta) (eV): -1.648 / -1.649
HOMO-LUMO gap (alpha / beta) (Ha): 0.348 / 0.294
Multiplicity: 5
<S²>: 6.01
HOMO level (alpha / beta) (eV): -11.120 / -9.660
Total charge: +1
Total energy (Ha): -4477.987349

***

Record 4
Below is a 2-piece molecular cluster, C6H9I overall, with properties calculated with the ωB97M-V functional and the def2-TZVPD basis.

Last column: Löwdin charge in e.
CARTESIAN COORDINATES (ANGSTROEM)
1 I -0.97 3.00 -0.55  0.76
2 C -1.11 0.02 -1.28  -0.17
3 C -0.26 -0.88 1.57  -0.13
4 C 2.03 -0.66 -1.07  0.00
5 C 1.98 0.28 -0.35  -0.03
6 C -0.57 0.48 1.20  -0.32
7 C -0.83 0.90 -0.06  -0.75
8 H -0.08 -0.32 -1.72  0.06
9 H -0.99 -1.13 2.45  0.12
10 H -0.31 1.30 1.87  0.09
11 H -0.51 -1.61 0.82  0.06
12 H 0.85 -0.94 1.70  0.09
13 H -1.68 -0.90 -1.01  0.08
14 H 2.16 1.19 0.26  0.08
15 H 1.90 -1.39 -1.82  0.03
16 H -1.61 0.66 -2.01  0.02

LUMO (eV): 0.592
SMILES: C/C=C(\C)I.C#C
HOMO-LUMO gap (Ha): 0.343
Multiplicity: 1
HOMO level (eV): -8.735
Total energy (Ha): -531.574408

***

Record 5
Below is a 7-piece molecular cluster, C26H42FNO23 overall, with properties calculated with the ωB97M-V functional and the def2-TZVPD basis.

Last column: Löwdin charge in e.
CARTESIAN COORDINATES (ANGSTROEM)
1 F -0.17 2.44 -0.27  0.15
2 O -1.38 5.00 1.68  0.12
3 O -3.11 2.71 -0.78  0.19
4 O -2.58 1.80 -2.79  0.15
5 O 7.62 -6.61 2.28  0.12
6 O 6.48 -4.68 -2.91  0.00
7 O -11.77 0.63 -0.34  0.01
8 O 7.43 0.32 2.09  0.13
9 O -1.00 5.78 3.76  0.00
10 O -6.95 3.29 2.00  0.12
11 O -13.84 0.82 -0.89  0.00
12 O -8.94 3.72 1.02  -0.02
13 O -12.42 2.48 -1.45  0.13
14 O 1.06 -0.42 -4.39  0.16
15 O 5.60 0.90 0.90  -0.01
16 O 6.92 -3.95 -0.93  -0.01
17 O 1.49 2.46 -3.86  0.17
18 O 7.32 0.15 -0.16  0.00
19 O 4.76 -4.03 -1.60  0.12
20 O -1.79 0.02 -3.93  0.22
21 O -7.35 2.92 -0.19  0.01
22 O 8.47 -8.68 2.61  0.01
23 O 8.70 -7.77 0.67  0.01
24 O -2.71 4.50 3.43  0.01
25 N 0.94 0.74 -2.37  0.07
26 C 2.96 2.17 -1.99  0.03
27 C -1.67 5.08 2.84  -0.62
28 C 8.20 -7.59 1.89  -0.62
29 C -1.58 0.88 -3.15  -0.34
30 C -7.67 3.31 1.04  -0.62
31 C 1.43 -1.73 -2.44  0.03
32 C 5.53 -5.00 -3.94  -0.03
33 C -9.44 4.17 2.29  -0.03
34 C -5.99 2.45 -0.29  -0.04
35 C -0.41 1.16 -2.27  -0.05
36 C 1.78 1.86 -2.87  -0.41
37 C 7.99 -8.62 3.96  -0.04
38 C 5.94 -4.20 -1.79  -0.63
39 C 4.96 1.26 2.13  -0.03
40 C -2.30 2.24 -1.51  -0.35
41 C -3.54 3.73 2.55  -0.03
42 C 8.65 -0.38 -0.15  -0.03
43 C 0.15 6.46 3.26  -0.04
44 C 6.85 0.45 1.04  -0.63
45 C 6.49 -3.44 0.33  -0.03
46 C -10.43 1.14 -0.33  -0.03
47 C -12.65 1.42 -0.95  -0.63
48 C -14.89 1.57 -1.51  -0.04
49 C -0.86 1.95 -1.29  -0.10
50 C 8.48 -6.66 -0.21  -0.03
51 C 1.13 -0.47 -3.20  -0.42
52 H 3.97 1.61 1.86  0.09
53 H 6.11 -5.37 -4.78  0.09
54 H -15.79 0.97 -1.39  0.09
55 H -10.38 2.09 0.21  0.08
56 H -9.83 0.40 0.19  0.10
57 H 8.45 -7.79 4.49  0.10
58 H 5.51 2.05 2.63  0.10
59 H 2.15 -2.33 -2.98  0.09
60 H -14.69 1.72 -2.57  0.10
61 H -0.14 7.18 2.50  0.10
62 H -5.84 1.59 0.35  0.10
63 H 0.49 -2.27 -2.28  0.10
64 H 8.27 -9.56 4.42  0.09
65 H -8.86 5.02 2.65  0.10
66 H 3.13 3.24 -2.02  0.09
67 H 9.37 0.34 0.24  0.10
68 H -15.02 2.53 -1.02  0.10
69 H 4.88 0.39 2.78  0.10
70 H -4.34 3.32 3.16  0.09
71 H 3.83 1.62 -2.38  0.10
72 H 8.92 -6.93 -1.17  0.10
73 H 2.76 1.85 -0.97  0.08
74 H 8.69 -1.30 0.43  0.08
75 H 8.96 -5.76 0.18  0.10
76 H -5.83 2.18 -1.32  0.10
77 H 4.84 -5.76 -3.60  0.10
78 H 0.58 6.97 4.11  0.09
79 H -3.97 4.36 1.78  0.09
80 H 5.85 -4.16 0.84  0.10
81 H 6.90 -8.51 3.98  0.10
82 H -10.47 4.47 2.12  0.10
83 H 7.38 -3.28 0.92  0.09
84 H 4.99 -4.11 -4.24  0.10
85 H 7.41 -6.48 -0.34  0.09
86 H 0.86 5.75 2.85  0.09
87 H 8.90 -0.61 -1.19  0.10
88 H 5.96 -2.50 0.20  0.09
89 H -10.05 1.27 -1.34  0.10
90 H -9.40 3.36 3.02  0.10
91 H -5.30 3.24 -0.01  0.07
92 H -2.97 2.92 2.10  0.09
93 H 1.83 -1.47 -1.46  0.08

LUMO (eV): -0.939
SMILES: CC(=O)N(C(C)=O)C1=C(F)C(=O)OC1=O.COC(=O)OC.COC(=O)OC.COC(=O)OC.COC(=O)OC.COC(=O)OC.COC(=O)OC
HOMO-LUMO gap (Ha): 0.337
Multiplicity: 1
HOMO level (eV): -10.103
Total energy (Ha): -2901.076664

***

Record 6
Below is one molecule with the formula C16H30N4O2, with properties calculated with the ωB97M-V functional and the def2-TZVPD basis.

Last column: Löwdin charge in e.
CARTESIAN COORDINATES (ANGSTROEM)
1 O 1.64 3.51 2.65  0.04
2 O -0.69 2.38 -1.24  0.03
3 N 0.37 0.50 -0.52  -0.08
4 N 0.57 1.53 2.40  -0.07
5 N 1.64 -1.31 -1.37  -0.15
6 N -1.61 0.74 1.74  -0.14
7 C 0.48 -0.93 -0.60  -0.18
8 C -4.38 0.91 0.86  -0.20
9 C 1.47 1.23 0.07  -0.10
10 C -3.58 -0.39 0.81  -0.18
11 C -0.56 0.70 2.73  -0.18
12 C -2.53 -0.38 1.91  -0.20
13 C 2.83 -1.22 -3.50  -0.18
14 C 3.31 -2.65 -3.31  -0.21
15 C 1.64 1.00 1.58  -0.12
16 C 0.71 2.78 2.88  -0.34
17 C 2.03 -2.70 -1.17  -0.20
18 C -3.42 2.08 0.72  -0.17
19 C -2.33 2.01 1.78  -0.19
20 C 1.50 -1.02 -2.78  -0.19
21 C 3.38 -2.96 -1.82  -0.19
22 C -0.60 1.18 -1.16  -0.36
23 H 2.09 -2.88 -0.09  0.12
24 H -0.46 -1.32 -1.03  0.14
25 H -3.08 -0.48 -0.15  0.10
26 H -1.34 0.50 -1.63  0.14
27 H 1.28 2.29 -0.11  0.13
28 H 0.73 -1.66 -3.24  0.13
29 H -4.23 -1.25 0.95  0.11
30 H 1.17 0.02 -2.89  0.12
31 H -2.78 2.16 2.78  0.13
32 H 3.66 -4.00 -1.66  0.11
33 H 2.61 -3.34 -3.80  0.11
34 H -3.03 -0.34 2.90  0.13
35 H -1.60 2.80 1.60  0.11
36 H 3.56 -0.53 -3.08  0.12
37 H -1.94 -1.31 1.87  0.11
38 H 4.13 -2.32 -1.35  0.12
39 H 2.40 0.94 -0.42  0.13
40 H -0.93 1.02 3.73  0.14
41 H 2.71 -0.98 -4.56  0.11
42 H -0.21 -0.34 2.82  0.13
43 H 1.27 -3.39 -1.59  0.13
44 H 0.59 -1.34 0.41  0.12
45 H -2.96 2.07 -0.26  0.09
46 H -0.12 3.07 3.55  0.14
47 H 2.55 1.53 1.88  0.13
48 H -3.95 3.03 0.83  0.12
49 H -4.92 0.97 1.81  0.11
50 H -5.12 0.93 0.05  0.11
51 H 1.76 -0.07 1.79  0.12
52 H 4.29 -2.79 -3.77  0.11

LUMO (eV): 0.641
SMILES: O=CN(CCN(C=O)CN1CCCCC1)CN1CCCCC1
HOMO-LUMO gap (Ha): 0.348
Multiplicity: 1
HOMO level (eV): -8.836
Total energy (Ha): -997.195050